1.
{
  "formula": "C2H7N3O",
  "method": "ωB97M-V/def2-TZVPD",
  "e_lumo_ev": 0.271,
  "e_homo_ha": -0.35846,
  "spin_multiplicity": 1,
  "smiles": "[H]/N=C(\\CN)NO",
  "fmax_ha_per_bohr": 0.1039,
  "relative_energy_kj_mol": 460.9,
  "orbital_gap_ha": 0.368,
  "total_charge": 0,
  "elements": ["C", "C", "H", "H", "H", "H", "H", "H", "H", "N", "N", "N", "O"],
  "positions_angstrom": [[-0.03320, 0.67256, 0.81330], [0.12648, 0.55822, -0.69629], [-0.46916, -1.32901, 1.03323], [-1.60566, -0.32642, 0.92608], [1.01418, 0.67307, 1.21393], [-0.38530, 1.79372, 1.06684], [-0.73279, 2.22178, -1.02995], [0.36241, -0.95507, -2.04472], [1.21751, -2.21514, 0.28134], [-0.76203, -0.34513, 1.45716], [-0.46443, 1.41842, -1.55785], [0.22806, -0.81399, -1.03764], [1.50392, -1.35301, -0.42543]],
  "nbo_charge": [-0.299, 0.383, 0.345, 0.345, 0.211, 0.199, 0.336, 0.382, 0.466, -0.778, -0.643, -0.356, -0.591]
}


2.
{
  "formula": "C14H11N",
  "method": "ωB97M-V/def2-TZVPD",
  "e_lumo_ev": 0.038,
  "e_homo_ha": -0.26591,
  "spin_multiplicity": 1,
  "smiles": "Nc1cccc2cc3ccccc3cc12",
  "fmax_ha_per_bohr": 0.0830,
  "relative_energy_kj_mol": 124.5,
  "orbital_gap_ha": 0.267,
  "total_charge": 0,
  "elements": ["C", "C", "C", "C", "C", "C", "C", "C", "C", "C", "C", "C", "C", "C", "H", "H", "H", "H", "H", "H", "H", "H", "H", "H", "H", "N"],
  "positions_angstrom": [[-1.52602, 1.17487, 1.72493], [-0.94480, 2.23994, 2.39787], [0.46054, 2.59392, 2.32881], [1.18741, 1.97988, 1.33920], [0.62354, 0.94089, 0.64650], [1.54162, 0.31093, -0.22789], [1.09037, -0.67418, -1.03830], [1.94118, -1.20991, -2.03345], [1.52452, -2.15707, -2.83961], [0.23961, -2.80361, -2.69291], [-0.68892, -2.24997, -1.76464], [-0.23573, -1.17601, -0.90698], [-1.13287, -0.46031, -0.13480], [-0.66691, 0.48568, 0.82370], [-3.40451, 1.46900, 2.20414], [-2.80293, -0.02625, 2.51003], [-1.42574, 2.83901, 3.21102], [0.79847, 3.37444, 3.01687], [2.17010, 2.33090, 1.13392], [2.50418, 0.89367, -0.36901], [2.99191, -0.74447, -1.82572], [2.22799, -2.49872, -3.59652], [0.06377, -3.67386, -3.37119], [-1.76876, -2.52343, -1.60356], [-2.18228, -0.72021, -0.06416], [-2.80762, 0.75853, 1.85994]],
  "nbo_charge": [0.172, -0.262, -0.195, -0.191, -0.058, -0.141, -0.090, -0.159, -0.237, -0.213, -0.179, -0.069, -0.144, -0.090, 0.374, 0.376, 0.204, 0.214, 0.205, 0.209, 0.214, 0.214, 0.223, 0.221, 0.221, -0.820]
}


3.
{
  "formula": "C3H12N2",
  "method": "ωB97M-V/def2-TZVPD",
  "e_lumo_ev": 1.162,
  "e_homo_ha": -0.34164,
  "spin_multiplicity": 1,
  "smiles": "CCN.CN",
  "fmax_ha_per_bohr": 0.0327,
  "relative_energy_kj_mol": 40.1,
  "orbital_gap_ha": 0.384,
  "total_charge": 0,
  "elements": ["C", "N", "H", "H", "H", "H", "H", "C", "C", "N", "H", "H", "H", "H", "H", "H", "H"],
  "positions_angstrom": [[0.69857, 0.32531, -1.88779], [1.25713, -0.27285, -3.12779], [-0.34476, 0.00196, -1.83648], [0.66495, 1.41398, -1.93461], [1.19634, -0.08890, -1.02035], [2.23134, -0.02067, -3.15025], [0.89019, 0.25617, -3.89456], [-0.65905, -1.15907, 1.18543], [-1.17746, 0.05591, 1.89412], [-0.13718, 1.12802, 1.79352], [0.38390, -1.35416, 1.44566], [-1.11549, -2.10127, 1.50861], [-0.83253, -1.12470, 0.11470], [-2.07103, 0.50326, 1.46493], [-1.38806, -0.16892, 2.94887], [-0.32164, 1.91935, 2.39137], [0.72478, 0.68659, 2.10462]],
  "nbo_charge": [-0.413, -0.820, 0.182, 0.174, 0.197, 0.338, 0.340, -0.623, -0.220, -0.836, 0.201, 0.213, 0.218, 0.189, 0.162, 0.355, 0.342]
}


4.
{
  "formula": "C15H17IMoN2",
  "method": "ωB97M-V/def2-TZVPD",
  "e_lumo_ev": [-8.576, -9.953],
  "e_homo_ha": [-0.57837, -0.58024],
  "spin_multiplicity": 3,
  "s_squared": 2.014,
  "fmax_ha_per_bohr": 0.0689,
  "relative_energy_kj_mol": 164.7,
  "orbital_gap_ha": [0.263, 0.214],
  "total_charge": 2,
  "elements": ["C", "C", "H", "H", "H", "H", "H", "H", "Mo", "C", "H", "H", "H", "I", "C", "C", "N", "C", "C", "C", "C", "C", "C", "C", "C", "C", "N", "C", "H", "H", "H", "H", "H", "H", "H", "H"],
  "positions_angstrom": [[-0.17950, -1.79686, -1.94275], [1.48941, 1.49851, -2.01048], [0.81675, -2.22356, -2.18501], [-0.62821, -1.57453, -2.93255], [-0.78472, -2.54378, -1.43738], [1.90137, 2.20536, -1.28037], [2.31402, 0.87558, -2.41395], [1.07238, 2.06283, -2.85580], [0.29651, 0.05724, -1.32394], [-1.39152, 0.80412, -2.09782], [-1.13261, 1.68850, -2.70623], [-2.21354, 1.06409, -1.41776], [-1.76499, 0.03127, -2.78665], [-2.12400, -1.13436, 0.61899], [1.33631, -3.02108, 1.67762], [1.37656, -2.30606, 0.48103], [1.04991, -1.00160, 0.43349], [0.86734, -0.32236, 1.60088], [0.98990, -0.96433, 2.86045], [1.19600, -2.35264, 2.87775], [0.83547, -0.14973, 4.02873], [0.62066, 1.20704, 3.93674], [0.38823, 1.85144, 2.67998], [0.18667, 3.22986, 2.51001], [-0.12586, 3.70583, 1.25096], [-0.27720, 2.80508, 0.18648], [0.09019, 1.51324, 0.30540], [0.47005, 1.04128, 1.51732], [1.43798, -4.10186, 1.61507], [1.62025, -2.79724, -0.45992], [1.22003, -2.87898, 3.83031], [0.92998, -0.64146, 5.00414], [0.58647, 1.82618, 4.83946], [0.28706, 3.89065, 3.37334], [-0.25536, 4.77186, 1.06076], [-0.65269, 3.10737, -0.79119]],
  "nbo_charge": [-0.877, -0.958, 0.234, 0.256, 0.278, 0.281, 0.268, 0.290, 1.410, -0.905, 0.276, 0.274, 0.252, 0.241, -0.229, 0.125, -0.489, 0.153, -0.067, -0.057, -0.148, -0.151, -0.078, -0.061, -0.227, 0.102, -0.472, 0.223, 0.271, 0.236, 0.264, 0.257, 0.257, 0.263, 0.272, 0.237]
}


What did the first record say?
{
  "formula": "C2H7N3O",
  "method": "ωB97M-V/def2-TZVPD",
  "e_lumo_ev": 0.271,
  "e_homo_ha": -0.35846,
  "spin_multiplicity": 1,
  "smiles": "[H]/N=C(\\CN)NO",
  "fmax_ha_per_bohr": 0.1039,
  "relative_energy_kj_mol": 460.9,
  "orbital_gap_ha": 0.368,
  "total_charge": 0,
  "elements": ["C", "C", "H", "H", "H", "H", "H", "H", "H", "N", "N", "N", "O"],
  "positions_angstrom": [[-0.03320, 0.67256, 0.81330], [0.12648, 0.55822, -0.69629], [-0.46916, -1.32901, 1.03323], [-1.60566, -0.32642, 0.92608], [1.01418, 0.67307, 1.21393], [-0.38530, 1.79372, 1.06684], [-0.73279, 2.22178, -1.02995], [0.36241, -0.95507, -2.04472], [1.21751, -2.21514, 0.28134], [-0.76203, -0.34513, 1.45716], [-0.46443, 1.41842, -1.55785], [0.22806, -0.81399, -1.03764], [1.50392, -1.35301, -0.42543]],
  "nbo_charge": [-0.299, 0.383, 0.345, 0.345, 0.211, 0.199, 0.336, 0.382, 0.466, -0.778, -0.643, -0.356, -0.591]
}